DFT (wB97M-V/def2-TZVPD) results for a single C16H19N3OS molecule at a distorted geometry.

Positions of all 40 atoms, in Å:
S1 2.442 2.741 1.151
O1 -1.303 -1.736 -2.925
N1 -1.027 -0.857 -0.859
N2 -1.405 -3.140 -1.156
N3 -0.001 1.910 1.311
C1 -0.194 -5.085 -1.998
C2 -1.064 3.729 2.571
C3 -0.598 0.401 -1.436
C4 -1.486 -4.320 -1.995
C5 -1.214 -1.908 -1.722
C6 0.861 -0.915 0.693
C7 0.926 0.506 -1.387
C8 0.380 5.558 3.202
C9 1.472 4.961 2.602
C10 -0.662 -0.945 0.536
C11 -0.873 4.948 3.186
C12 0.548 -5.277 -3.072
C13 1.450 0.353 0.054
C14 1.287 3.737 1.983
C15 0.022 3.110 1.961
C16 1.140 1.577 0.844
H1 -2.298 -4.957 -1.622
H2 1.477 -5.821 -3.037
H3 -1.706 5.441 3.664
H4 1.297 -1.783 0.192
H5 2.541 0.259 0.018
H6 -1.055 1.215 -0.869
H7 -2.029 3.248 2.551
H8 -1.082 -0.069 1.039
H9 -0.945 0.431 -2.470
H10 0.249 -4.896 -4.034
H11 1.351 -0.292 -1.998
H12 -1.729 -3.972 -3.000
H13 0.122 -5.465 -1.034
H14 0.501 6.512 3.691
H15 1.249 1.463 -1.801
H16 2.443 5.431 2.612
H17 1.127 -0.956 1.751
H18 -1.084 -1.834 1.005
H19 -1.127 -3.302 -0.203

Atoms 1-2, force components in eV/Å:
S -0.49 -0.14 0.06
O 0.11 -0.04 -0.48

Calculated values
**Net charge**: 0
**E_HOMO**: -8.73 eV
**ΔE to the lowest compared entry with this formula, charge and spin**: 13.2 kcal per mole
**Largest force on an atom**: 0.0208 hartree/bohr
**Orbital gap**: 0.3445 hartree
**Structure (SMILES)**: C=CCNC(=O)N1CCC(c2nc3ccccc3s2)CC1

Results of the Mulliken charge analysis, in e, for atoms 1 through 8:
1 S -0.28
2 O -0.70
3 N 0.07
4 N -0.11
5 N -0.14
6 C 0.02
7 C -0.50
8 C -1.14


DFT (wB97M-V/def2-TZVPD) results for a molecular structure, C16H19N4OPdS3.

Positions of all 44 atoms, in Å:
Pd1 0.108 -2.431 -1.377
S1 -0.152 -3.953 0.318
S2 0.984 -0.821 1.212
S3 -1.170 -3.672 -2.752
O1 1.293 -1.146 -0.262
N1 -0.444 -1.489 -4.119
N2 -1.848 -2.942 -5.185
N3 -2.257 -2.490 1.550
N4 0.290 -1.079 -2.994
C1 -0.540 0.201 1.212
C2 1.902 0.834 5.302
C3 -0.653 2.127 -2.065
C4 -1.407 -3.105 1.063
C5 2.250 0.423 1.556
C6 -0.942 0.676 -0.153
C7 -1.747 1.534 -2.689
C8 -2.030 0.080 -0.789
C9 1.692 2.386 3.013
C10 2.034 1.042 2.906
C11 1.562 2.176 5.403
C12 -1.149 -2.630 -4.095
C13 2.140 0.268 4.060
C14 1.461 2.953 4.258
C15 -0.260 1.704 -0.803
C16 -2.436 0.513 -2.046
H1 -0.487 -0.859 -4.906
H2 2.414 -0.778 3.988
H3 -0.341 1.015 1.911
H4 1.205 4.001 4.333
H5 -1.307 -0.444 1.640
H6 -1.844 -2.379 -6.019
H7 -3.303 0.059 -2.510
H8 1.380 2.617 6.374
H9 -0.089 -0.195 -2.640
H10 -2.575 -0.711 -0.287
H11 -2.382 -3.794 -5.194
H12 1.267 -0.955 -3.248
H13 2.226 1.147 0.742
H14 3.184 -0.138 1.494
H15 -2.077 1.891 -3.657
H16 1.618 2.997 2.121
H17 1.987 0.227 6.194
H18 0.568 2.200 -0.312
H19 -0.127 2.940 -2.548

Atoms 1-2, force components in eV/Å:
Pd 0.03 -0.03 -0.03
S -0.05 -0.04 0.00

Calculated values
**Net charge**: +1
**E_HOMO**: -11.55 eV
**ΔE to the lowest compared entry with this formula, charge and spin**: 0.0 kcal per mole
**Largest force on an atom**: 0.0022 hartree/bohr
**Orbital gap**: 0.2933 hartree

Results of the Mulliken charge analysis, in e, for atoms 1 through 8:
1 Pd 0.54
2 S -0.33
3 S 0.36
4 S -0.35
5 O -0.63
6 N -0.13
7 N -0.42
8 N -0.54